DFT (ωB97M-V/def2-TZVPD) results for a cluster of 24 separate species, C72H148O40S10 in total in a non-equilibrium geometry.

Output
LUMO energy (eV): -0.05
Frontier orbital gap (eV): 9.55
Multiplicity: 1
Strongest force on any atom (eV/A): 3.6

Last column: Löwdin charge in e.
Positions of all 270 atoms, in Å:
1 S -1.0688 5.0935 -3.2910  0.699
2 S -5.0240 0.4805 3.4270  0.716
3 S -3.6371 5.7187 0.1946  0.662
4 S 1.9325 -4.9845 -4.8877  0.655
5 S 0.2982 2.5907 4.2504  0.675
6 S 3.4023 5.1015 2.8048  0.661
7 S 4.0422 1.7141 -5.9024  0.660
8 S 1.9331 -5.1108 4.1230  0.739
9 S 0.5381 -1.0547 -0.0252  0.674
10 S 0.6390 -6.2890 -0.5450  0.719
11 O 3.8268 0.0639 3.9525  -0.145
12 O -1.0793 3.9021 -2.4716  -0.304
13 O -2.0270 -2.5096 3.6816  0.044
14 O 9.4901 -1.1282 2.0276  0.071
15 O 0.8765 -1.4734 -1.3540  -0.318
16 O 2.0120 5.1640 2.3963  -0.336
17 O 5.4590 1.8547 -5.9024  -0.311
18 O 4.5109 -3.7897 -0.1171  -0.136
19 O -3.7682 -2.4363 5.0500  0.072
20 O -5.6116 -4.4090 3.2222  -0.131
21 O 0.5412 -7.5657 -1.1764  -0.294
22 O 4.5032 3.1298 -1.2876  0.056
23 O 1.2393 -1.6523 1.0750  -0.309
24 O -4.2574 5.3606 1.4176  -0.308
25 O 1.6287 -6.0955 -4.0169  -0.307
26 O -2.0532 -1.8418 -4.8808  -0.139
27 O -4.5796 2.6254 -2.5145  -0.117
28 O -5.4929 -0.0884 2.1769  -0.307
29 O -5.0055 -1.2848 -0.9370  -0.009
30 O 0.7776 1.7248 -4.5346  -0.156
31 O 3.5274 1.6213 -0.0587  0.101
32 O 4.3461 6.0338 2.2721  -0.313
33 O 0.6003 -5.2333 3.5479  -0.338
34 O 2.0659 -4.2891 5.3368  -0.326
35 O 3.4109 1.4035 -4.6490  -0.313
36 O -0.5127 6.2641 -2.6327  -0.316
37 O 7.6370 -1.7877 3.1196  0.027
38 O -3.8841 -2.7655 0.2956  0.105
39 O -3.5681 0.6354 3.7083  -0.344
40 O -5.5045 0.9979 -4.6100  -0.144
41 O 1.9784 -5.1968 -6.3111  -0.303
42 O 2.5034 4.3675 -3.8498  0.104
43 O -4.2564 5.2646 -1.0274  -0.322
44 O -0.1869 -8.4367 3.6957  0.136
45 O -2.0256 -8.2552 2.4551  -0.007
46 O -0.2327 -0.1617 -6.2508  -0.153
47 O 1.9480 -5.7645 -0.1225  -0.348
48 O 1.8462 3.6942 -1.8647  0.010
49 O 1.0170 1.5892 3.5120  -0.298
50 O 0.9694 3.4320 5.2366  -0.303
51 C 2.3505 4.6082 -2.6976  -0.540
52 C -0.7507 3.5548 3.2660  -0.245
53 C -1.0415 -4.6173 0.7985  -0.216
54 C 6.1922 1.8693 -2.3002  -0.121
55 C -3.8336 1.9175 -1.5442  -0.114
56 C 5.4176 3.1902 -2.3891  -0.113
57 C -1.2066 -1.2225 0.2518  -0.222
58 C -4.9646 -2.3507 -0.0761  -0.430
59 C 3.7154 -6.8779 3.2051  -0.207
60 C -3.4310 7.5571 0.1782  -0.170
61 C -2.6675 5.2738 -4.0059  -0.215
62 C 4.3113 1.9084 -0.9129  -0.518
63 C 3.5891 0.5258 -7.1743  -0.203
64 C -1.9393 7.8334 0.4373  -0.200
65 C -1.5212 -1.9394 5.8526  -0.062
66 C 2.2903 5.6873 -0.6123  -0.100
67 C -1.2655 0.7349 -6.6812  -0.118
68 C -5.7058 1.0278 5.8380  -0.221
69 C -0.2858 -5.0125 -1.4284  -0.209
70 C -2.1216 3.0007 5.2063  -0.200
71 C -0.3600 4.8036 -4.9530  -0.187
72 C -2.7202 4.1856 -5.1359  -0.188
73 C 2.7153 -6.7229 4.2830  -0.207
74 C -1.9263 5.3979 0.3782  -0.240
75 C -6.3741 -2.8393 0.2657  -0.064
76 C 4.9211 4.4729 4.7318  -0.222
77 C 4.5860 3.1210 4.1535  -0.208
78 C -6.3722 -0.8294 -0.9806  -0.183
79 C -1.1191 1.9074 5.0506  -0.258
80 C -0.5883 -2.2693 3.7680  -0.132
81 C 2.9303 -4.5527 2.8069  -0.220
82 C -2.0775 3.8952 3.9625  -0.154
83 C -5.7941 -0.1203 4.8682  -0.244
84 C -1.7373 0.1183 0.7526  -0.167
85 C -6.1119 2.3058 5.1195  -0.194
86 C -1.4708 4.4477 -5.9253  -0.208
87 C -3.3266 -7.6440 2.6089  -0.145
88 C -1.0019 1.0946 -0.1829  -0.207
89 C -2.5787 -2.3487 4.8737  -0.495
90 C -0.4935 -6.0804 0.9086  -0.182
91 C -6.3290 -4.3712 4.4096  -0.184
92 C 3.0155 -0.6110 2.9296  -0.118
93 C -4.9707 -0.3323 -4.4984  -0.147
94 C 2.9847 2.6870 -8.2466  -0.161
95 C 3.3498 3.1365 -6.8030  -0.187
96 C -1.4759 6.6372 1.1593  -0.230
97 C 5.9226 -1.3300 1.4816  -0.128
98 C -0.2384 -2.4579 5.2298  -0.138
99 C 2.5559 1.1812 -8.1239  -0.170
100 C -7.1921 -2.0891 -0.8029  -0.153
101 C -3.1664 -6.5149 3.6396  -0.122
102 C 0.9421 -3.5732 -4.5818  -0.224
103 C -1.5503 -4.5592 -0.5998  -0.196
104 C -2.0221 -7.0966 4.4920  -0.074
105 C 2.4964 5.9275 -2.0807  -0.082
106 C 4.1093 3.4350 2.7050  -0.188
107 C -5.6458 2.1646 3.6402  -0.191
108 C 1.8447 -2.4254 -5.0403  -0.228
109 C 3.6028 5.2525 4.5634  -0.222
110 C 4.1512 -5.4879 2.8187  -0.201
111 C 1.6217 4.2264 -0.5348  -0.095
112 C 7.3326 -1.4939 0.8551  -0.063
113 C 3.8867 -2.7955 -0.9550  -0.142
114 C 6.1876 -1.7520 2.9700  -0.097
115 C 3.2557 -2.6535 -4.5729  -0.204
116 C -1.2803 -8.0024 3.5889  -0.502
117 C 8.2833 -1.4205 2.0018  -0.466
118 C 5.1974 0.9068 -1.6378  -0.038
119 C 3.4468 -4.1793 -4.4613  -0.209
120 C 0.4733 0.7401 0.0786  -0.201
121 C -1.7628 -2.1222 -3.5150  -0.157
122 C 0.1130 1.2065 -3.3924  -0.123
123 H -4.1082 -8.3688 2.8459  0.122
124 H -2.8638 0.1601 0.7251  0.121
125 H 6.0846 3.9969 -2.2717  0.118
126 H -1.8343 -3.2352 -3.4374  0.089
127 H -7.2508 -2.7573 -1.6905  0.127
128 H -4.9456 -3.7143 3.2401  0.061
129 H -0.4549 -1.2578 3.3840  0.116
130 H 1.4986 -1.4344 -4.7686  0.095
131 H -2.2517 4.9267 4.1433  0.101
132 H -5.8207 -0.9262 -4.2207  0.057
133 H 3.7231 2.6877 4.7133  0.107
134 H -1.4033 -1.2132 -5.2776  0.039
135 H 1.9594 -7.4567 4.2864  0.075
136 H 4.9972 3.6076 2.0371  0.123
137 H 0.2698 1.8299 -2.4690  0.065
138 H 2.0934 3.6266 0.2658  0.097
139 H -1.7679 -4.3789 1.5724  0.100
140 H -1.6945 1.3147 -5.8582  0.066
141 H -7.2252 -3.7129 4.2075  0.086
142 H 4.6439 -2.3274 -1.6047  0.081
143 H -0.1489 4.3843 2.8729  0.086
144 H 2.3534 -4.6751 1.9131  0.072
145 H -0.8928 1.4537 -7.4455  0.082
146 H 5.0892 4.5563 5.8075  0.119
147 H 1.1558 1.2229 -0.6260  0.081
148 H 4.6234 -5.4630 1.8316  0.113
149 H 3.3916 2.7314 2.2713  0.079
150 H -4.6802 3.5181 -2.1713  0.047
151 H -1.0592 2.1380 -0.0444  0.082
152 H 3.9004 3.9857 -6.4422  0.102
153 H -1.8213 -3.5933 -0.9858  0.063
154 H -6.5908 -0.2035 -1.8298  0.119
155 H -1.8484 6.5222 2.2086  0.129
156 H -4.3007 -0.4816 -3.6371  0.056
157 H 5.1967 -1.9802 0.9664  0.071
158 H 3.5149 -1.9979 -0.3133  0.054
159 H 2.8589 4.7087 5.0728  0.058
160 H -3.4509 5.1439 -3.2470  0.080
161 H -6.5584 2.0494 3.0233  0.104
162 H 2.5945 0.7325 -9.0893  0.104
163 H -0.7835 1.5493 6.0130  0.113
164 H 5.7347 4.9982 4.1800  0.127
165 H -2.5056 -1.6648 -2.8438  0.063
166 H -6.7603 -5.3294 4.7043  0.077
167 H -2.0952 0.1345 -7.0739  0.094
168 H -1.3764 -2.0370 0.9310  0.072
169 H 0.1148 5.7376 -5.1563  0.098
170 H 3.4035 6.4122 -2.4844  0.146
171 H 4.5341 -7.5772 3.4421  0.136
172 H -6.8437 -0.3116 4.5932  0.127
173 H -3.6537 4.1229 -5.6863  0.128
174 H 3.4353 -2.1809 -3.6085  0.086
175 H 3.2541 -7.2747 2.3205  0.115
176 H -0.9590 1.1728 -3.5971  0.084
177 H 4.5311 0.2222 -7.6603  0.117
178 H 5.7598 -2.7254 3.1584  0.109
179 H 3.6565 -4.4066 -3.3584  0.116
180 H -2.8777 -5.6228 3.0959  0.095
181 H -4.4777 -0.7396 -5.4102  0.081
182 H 2.1592 3.2213 -8.6396  0.094
183 H -0.3789 6.5476 1.2354  0.116
184 H 0.3919 -4.1964 -1.4692  0.058
185 H -3.0805 2.5043 5.3452  0.085
186 H 0.0132 -3.5111 -5.1051  0.103
187 H -4.0189 -6.2973 4.2733  0.103
188 H -2.4250 -5.2009 -0.8047  0.133
189 H 3.1351 -6.8430 5.2274  0.092
190 H 3.1594 0.3044 4.6244  0.072
191 H -1.6556 -1.4176 -0.7278  0.088
192 H -1.3966 -6.3211 4.9818  0.125
193 H -7.1838 2.4052 5.1112  0.106
194 H -0.1196 -3.0033 3.1235  0.092
195 H -1.4311 5.3103 -0.5874  0.062
196 H 1.5478 1.0381 -7.7062  0.097
197 H -2.4517 -7.7035 5.3166  0.141
198 H 0.3682 3.9781 -4.8178  0.080
199 H 7.4752 -2.4865 0.4700  0.130
200 H 0.0316 -6.2037 1.8417  0.054
201 H 1.6766 6.3951 -0.0917  0.094
202 H 5.5552 -0.3302 1.3892  0.092
203 H -1.5660 0.3164 1.8227  0.099
204 H -0.4599 -5.4591 -2.4289  0.105
205 H -2.8752 3.6991 3.2191  0.094
206 H 1.7289 6.6198 -2.4597  0.115
207 H 4.8111 3.2924 -3.2908  0.106
208 H 3.7840 -4.4181 -0.0194  0.030
209 H 7.0401 2.1130 -1.6746  0.112
210 H -6.3788 0.8361 6.6795  0.126
211 H -1.4173 7.8932 -0.5078  0.110
212 H 1.9079 -2.3452 -6.1357  0.119
213 H 3.1158 -0.3266 -6.6616  0.083
214 H -4.8963 2.9034 3.2658  0.100
215 H 0.3993 0.3588 -5.7497  0.025
216 H 2.4145 3.1819 -6.2594  0.069
217 H -5.1805 1.5646 -3.8792  0.025
218 H -1.6193 -0.8469 6.0204  0.126
219 H 6.5965 1.5571 -3.2800  0.120
220 H 0.7842 0.9905 1.0984  0.088
221 H 3.6579 6.3238 4.7197  0.113
222 H 3.6617 -1.3839 2.5128  0.049
223 H 5.3727 2.3603 4.1915  0.117
224 H -1.9168 3.5264 6.1240  0.118
225 H 4.8340 -5.1212 3.5992  0.122
226 H -0.1798 -3.9460 0.9857  0.100
227 H 2.1344 -1.0405 3.3966  0.067
228 H -6.6134 -2.5608 1.2800  0.105
229 H -4.3730 1.0294 -1.2284  0.065
230 H 0.5432 0.2233 -3.1337  0.075
231 H 3.2164 -3.5132 3.0163  0.099
232 H 3.9506 -2.1435 -5.2177  0.102
233 H 0.7784 -3.4522 -3.5175  0.074
234 H -1.8530 4.4077 0.8183  0.087
235 H 4.5968 0.3349 -2.4051  0.135
236 H -1.2532 3.6662 -6.6085  0.085
237 H -4.0831 7.8820 1.0185  0.115
238 H -3.8892 7.8501 -0.7410  0.086
239 H -1.7514 -2.4581 6.7885  0.132
240 H -1.6321 5.3319 -6.5351  0.117
241 H 4.2095 -4.6687 -5.0922  0.115
242 H -1.3020 0.9116 -1.2237  0.083
243 H 3.2359 5.5682 -0.0829  0.091
244 H -3.6078 -7.3194 1.6028  0.121
245 H 7.5726 -0.7410 0.1204  0.112
246 H -3.6060 2.5428 -0.6560  0.091
247 H -5.3513 -1.0744 5.1680  0.088
248 H -0.9361 2.9262 2.3762  0.100
249 H -1.7881 8.7738 0.9752  0.128
250 H -5.7188 -3.9213 5.1965  0.065
251 H -0.7276 -1.8433 -3.2081  0.060
252 H -1.5140 1.1494 4.3620  0.081
253 H -5.6889 3.1691 5.6103  0.109
254 H 5.5881 0.1522 -0.9586  0.094
255 H -8.2149 -1.7398 -0.5658  0.124
256 H -2.6658 3.2291 -4.6220  0.094
257 H -4.6845 1.1772 6.1946  0.108
258 H 3.0292 -3.2522 -1.5339  0.084
259 H 2.7781 0.1599 2.2192  0.050
260 H 1.6784 1.9486 -4.2708  0.030
261 H -0.1191 -3.5178 5.4822  0.097
262 H 0.7217 -1.9654 5.4625  0.125
263 H -6.4149 -3.9472 0.2336  0.137
264 H -6.6694 -0.2267 -0.0765  0.126
265 H -2.8526 1.6394 -1.9327  0.057
266 H -1.2978 -6.8328 0.8742  0.098
267 H 5.8253 -1.0234 3.6713  0.098
268 H -2.7936 6.2452 -4.4619  0.111
269 H 3.8191 2.7580 -8.9335  0.111
270 H 0.5691 4.2180 -0.3019  0.088